C35H43ClN2RuSi2 | the ωB97M-V functional and the def2-TZVPD basis

```
! RIJCOSX wB97M-V def2-TZVPD def2/J DEFGRID3
* xyz 2 5
C -1.221 -0.483 0.936
C -1.732 0.176 -0.248
C -1.560 -0.746 -1.349
H -2.210 1.151 -0.317
C -0.831 -1.893 -0.870
C -0.682 -1.751 0.548
H -0.247 -2.509 1.197
H -1.295 -0.083 1.947
H -1.957 -0.638 -2.344
H -0.495 -2.718 -1.491
Ru 0.313 -0.055 -0.712
Si -0.330 0.133 -6.679
C 0.456 1.607 -7.578
C 1.805 1.801 -7.950
H 2.581 1.102 -7.614
C 2.152 2.892 -8.766
H 3.183 3.010 -9.114
C 1.185 3.818 -9.164
H 1.445 4.645 -9.822
C -0.124 3.684 -8.700
H -0.883 4.410 -8.991
C -0.476 2.603 -7.883
H -1.485 2.519 -7.467
C 0.636 -1.289 -7.493
C 0.142 -1.430 -8.793
H -0.637 -0.754 -9.157
C 0.640 -2.427 -9.632
H 0.240 -2.516 -10.643
C 1.632 -3.300 -9.173
H 1.992 -4.100 -9.823
C 2.160 -3.138 -7.888
H 2.937 -3.824 -7.535
C 1.695 -2.102 -7.062
H 2.156 -1.957 -6.081
H -1.841 0.112 -6.561
Si 0.860 0.264 -4.665
C 0.061 -1.387 -4.214
C -1.307 -1.656 -4.480
H -2.048 -0.853 -4.465
C -1.725 -2.944 -4.824
H -2.750 -3.111 -5.158
C -0.823 -4.005 -4.777
H -1.119 -5.002 -5.105
C 0.438 -3.791 -4.218
H 1.127 -4.620 -4.068
C 0.848 -2.498 -3.872
H 1.821 -2.348 -3.402
C -0.294 1.793 -4.296
C -1.603 1.801 -3.788
H -2.018 0.920 -3.316
C -2.416 2.932 -3.883
H -3.462 2.887 -3.577
C -1.915 4.110 -4.430
H -2.564 4.967 -4.623
C -0.556 4.173 -4.740
H -0.128 5.088 -5.141
C 0.257 3.051 -4.574
H 1.338 3.108 -4.706
H 2.270 0.187 -4.997
Cl 1.956 0.665 -2.707
C 3.109 -1.411 -0.855
N 2.393 -0.403 -0.034
C 2.257 -1.037 1.304
C 3.146 0.911 0.057
C 2.368 2.164 -0.311
N 0.893 1.989 -0.132
C 0.585 2.097 1.314
C 0.143 3.035 -0.872
H 2.440 -2.261 -1.018
H 3.991 -1.740 -0.301
H 3.402 -1.000 -1.819
H 1.576 -0.473 1.946
H 1.850 -2.046 1.171
H 3.252 -1.101 1.769
H 3.476 0.997 1.100
H 4.050 0.826 -0.562
H 2.664 2.978 0.366
H 2.593 2.500 -1.333
H 0.996 3.036 1.709
H -0.498 2.075 1.460
H 1.033 1.252 1.842
H 0.433 3.028 -1.927
H -0.932 2.829 -0.803
H 0.354 4.021 -0.431
*
```

Properties
Frontier orbital gap (spin up / spin down)   6.16 / 5.30 eV
Relative energy (zero: lowest compared OMol25 entry of this formula, charge and spin)   0.00 kJ/mol
M   684.44 g mol⁻¹
E_tot   -70813.991 eV

C5H10O | the ωB97M-V functional and the def2-TZVPD basis

```
! RIJCOSX wB97M-V def2-TZVPD def2/J DEFGRID3
* xyz 0 1
C 1.033 0.390 0.682
C 0.855 0.647 -0.815
C -0.224 -0.278 -1.435
O -1.421 -0.496 -0.687
C -1.090 -0.916 0.646
C -0.393 0.312 1.221
H 1.610 1.192 1.153
H 1.593 -0.542 0.853
H 0.572 1.702 -0.932
H 1.792 0.511 -1.372
H 0.205 -1.272 -1.616
H -0.518 0.146 -2.400
H -0.493 -1.843 0.576
H -1.999 -1.153 1.211
H -0.535 0.574 2.273
H -0.987 1.025 0.643
*
```

Properties
Frontier orbital gap   10.73 eV
Relative energy (zero: lowest compared OMol25 entry of this formula, charge and spin)   88.29 kJ/mol
SMILES string   C1CCOCC1
M   86.13 g mol⁻¹
E_tot   -7393.850 eV

C32H51AsCrN6O3S3Si3 | the ωB97M-V functional and the def2-TZVPD basis

```
! RIJCOSX wB97M-V def2-TZVPD def2/J DEFGRID3
* xyz 1 2
Cr -0.522 -0.015 0.536
O -1.215 -1.796 5.540
C 0.116 -1.676 5.415
C 0.904 -2.189 6.447
C 2.277 -2.086 6.394
C 2.906 -1.471 5.312
C 2.135 -0.982 4.281
C 0.739 -1.081 4.303
C -0.038 -0.559 3.175
O 0.586 -0.266 2.059
N -1.324 -0.408 3.299
N -1.867 0.140 2.143
C -3.069 0.561 2.280
S -3.939 0.405 3.788
C -5.521 0.956 3.098
C -5.228 2.013 2.053
S -3.917 1.371 0.978
H -1.639 -1.337 4.787
H 0.402 -2.653 7.285
H 2.870 -2.481 7.209
H 3.982 -1.378 5.282
H 2.596 -0.494 3.434
H -6.114 1.359 3.918
H -6.045 0.106 2.663
H -4.892 2.941 2.514
H -6.095 2.214 1.425
O -1.723 0.229 -0.851
C -2.684 -0.509 -1.421
C -3.459 0.088 -2.420
C -4.450 -0.616 -3.070
C -4.692 -1.947 -2.741
C -3.929 -2.547 -1.761
C -2.925 -1.848 -1.083
C -2.109 -2.515 -0.077
N -1.058 -2.004 0.546
C -0.582 -2.975 1.404
C -1.357 -4.081 1.296
N -2.312 -3.780 0.358
H -3.260 1.121 -2.679
H -5.036 -0.133 -3.840
H -5.461 -2.509 -3.251
H -4.117 -3.588 -1.530
H 0.281 -2.815 2.023
H -1.315 -5.033 1.793
H -3.052 -4.390 0.058
C 0.277 5.528 0.774
N -0.522 4.750 -0.143
C -1.091 5.346 -1.347
C -1.849 4.170 -1.983
N -1.309 3.034 -1.250
C -0.641 3.418 -0.158
S -0.030 2.378 1.026
H 1.141 5.953 0.258
H 0.624 4.885 1.578
H -0.321 6.337 1.195
H -0.292 5.722 -1.993
H -1.743 6.181 -1.091
H -1.648 4.081 -3.050
H -2.928 4.254 -1.836
H -1.634 2.074 -1.311
C 2.230 3.083 -1.683
Si 2.048 1.444 -2.589
C 3.659 1.069 -3.487
C 0.683 1.513 -3.873
As 1.466 -0.281 -1.053
Si 1.224 -2.130 -2.545
C 1.290 -3.748 -1.603
C -0.430 -1.918 -3.415
C 2.565 -2.184 -3.848
Si 3.471 -0.644 0.176
C 3.679 0.870 1.253
C 3.256 -2.247 1.109
C 4.985 -0.815 -0.907
H 3.230 3.488 -1.847
H 2.070 2.995 -0.610
H 1.514 3.811 -2.072
H 3.500 1.162 -4.564
H 4.058 0.075 -3.301
H 4.426 1.792 -3.203
H 0.828 2.404 -4.491
H -0.310 1.554 -3.430
H 0.724 0.646 -4.536
H 0.860 -3.692 -0.605
H 2.319 -4.099 -1.509
H 0.738 -4.506 -2.167
H -0.876 -0.939 -3.246
H -1.150 -2.669 -3.084
H -0.295 -2.041 -4.492
H 3.571 -2.226 -3.433
H 2.512 -1.352 -4.550
H 2.406 -3.105 -4.419
H 2.742 1.193 1.707
H 4.071 1.691 0.648
H 4.402 0.679 2.050
H 2.435 -2.209 1.820
H 4.172 -2.478 1.660
H 3.074 -3.066 0.412
H 5.228 0.100 -1.448
H 4.914 -1.635 -1.622
H 5.827 -1.036 -0.243
*
```

Properties
Frontier orbital gap (spin up / spin down)   7.11 / 7.66 eV
Relative energy (zero: lowest compared OMol25 entry of this formula, charge and spin)   6.30 kJ/mol
M   875.18 g mol⁻¹
E_tot   -194495.715 eV